Here is C38H39ClN6O2SSiTb as an isolated structure at a distorted geometry from the Open Molecules 2025 dataset. Energies are from ωB97M-V/def2-TZVPD.

Last column: Mulliken spin population.
CARTESIAN COORDINATES (ANGSTROEM)
1 Tb -0.462 -0.164 0.254  5.922
2 N 1.695 -2.702 1.189  -0.001
3 C 0.565 -3.232 0.563  -0.002
4 C 0.750 -4.367 -0.295  0.000
5 C -0.284 -4.934 -0.999  -0.002
6 C -1.534 -4.250 -0.950  0.002
7 C -1.648 -3.068 -0.190  0.000
8 N -0.634 -2.561 0.546  0.006
9 C 1.576 -1.889 2.354  0.004
10 C 2.277 -2.247 3.486  -0.001
11 C 2.227 -1.417 4.619  0.000
12 C 1.405 -0.319 4.601  0.000
13 C 0.670 -0.073 3.434  0.005
14 N 0.687 -0.843 2.369  0.001
15 H 2.620 -3.175 1.153  0.000
16 H 1.750 -4.799 -0.234  0.000
17 H -0.143 -5.714 -1.752  0.000
18 H -2.405 -4.614 -1.490  0.000
19 H -2.570 -2.472 -0.153  -0.001
20 H 2.919 -3.097 3.486  0.000
21 H 2.755 -1.751 5.464  0.000
22 H 1.298 0.299 5.491  0.000
23 H 0.021 0.789 3.488  -0.001
24 Cl -7.761 0.843 4.889  0.000
25 C -6.382 0.705 3.886  0.000
26 C -5.482 1.783 3.891  0.000
27 C -4.361 1.659 3.155  -0.001
28 C -3.967 0.488 2.487  0.000
29 C -4.937 -0.496 2.454  0.000
30 C -6.100 -0.449 3.182  0.000
31 C -2.725 0.391 1.666  0.023
32 O -2.919 -0.282 0.605  0.002
33 O -1.702 0.982 1.967  0.008
34 H -5.815 2.739 4.295  0.000
35 H -3.672 2.504 3.169  0.000
36 H -4.728 -1.406 1.904  0.000
37 H -6.754 -1.296 3.208  0.000
38 C 6.227 -0.186 1.844  0.000
39 C 6.303 -0.598 0.519  0.000
40 C 5.186 -0.579 -0.315  -0.001
41 C 3.957 -0.115 0.218  0.002
42 C 3.952 0.366 1.521  0.000
43 C 5.043 0.353 2.316  0.000
44 Si 2.415 0.297 -0.795  -0.007
45 C 2.507 -0.613 -2.453  0.005
46 C 2.581 -1.995 -2.436  -0.002
47 C 2.275 -2.754 -3.632  -0.001
48 C 2.123 -2.026 -4.821  0.000
49 C 2.260 -0.616 -4.855  0.000
50 C 2.379 0.053 -3.640  0.003
51 H 7.077 -0.203 2.537  0.000
52 H 7.202 -1.048 0.103  0.000
53 H 5.252 -0.931 -1.327  0.000
54 H 3.046 0.777 1.938  0.001
55 H 5.064 0.680 3.440  0.000
56 H 2.539 1.754 -1.175  -0.002
57 H 2.823 -2.434 -1.446  0.000
58 H 2.123 -3.826 -3.775  0.000
59 H 2.064 -2.683 -5.727  0.000
60 H 2.257 -0.041 -5.800  0.000
61 H 2.453 1.147 -3.653  0.000
62 C -0.012 3.174 0.246  -0.004
63 C 0.002 4.526 -0.436  0.000
64 N -0.981 4.555 -1.537  0.000
65 C -0.484 3.593 -2.535  0.001
66 C -0.310 2.191 -1.940  -0.002
67 N -0.857 2.222 -0.544  0.046
68 C -2.250 2.663 -0.559  -0.004
69 C -2.335 4.106 -1.099  0.000
70 H -0.473 3.201 1.243  -0.001
71 H 1.035 2.756 0.355  0.000
72 H 0.958 4.877 -0.875  0.000
73 H -0.478 5.275 0.190  0.000
74 H 0.470 3.983 -2.939  0.000
75 H -1.174 3.627 -3.352  0.000
76 H 0.791 2.008 -1.803  -0.008
77 H -0.830 1.493 -2.578  0.003
78 H -2.538 2.745 0.497  0.001
79 H -2.827 1.941 -1.045  -0.002
80 H -2.639 4.909 -0.464  0.000
81 H -3.040 4.252 -1.890  0.000
82 S -1.697 -0.604 -4.559  0.000
83 C -3.152 -0.419 -3.682  -0.001
84 C -2.798 -0.415 -2.392  0.000
85 N -1.486 -0.627 -2.074  0.011
86 C -0.828 -0.807 -3.168  -0.005
87 H -4.110 -0.235 -4.113  0.000
88 H -3.528 -0.345 -1.583  0.001
89 H 0.234 -0.985 -3.147  0.002

Results
HOMO level (alpha / beta) (eV): -9.560 / -9.454
ΔE to the lowest compared entry with this formula, charge and spin (kcal/mol): 0.0
Gap between HOMO and LUMO (alpha / beta) (eV): 7.02 / 6.94
Net charge: +1
Electronic energy (hartree): -3922.6591
2S+1: 7